(1)
The following is a DFT calculation (ωB97M-V with the def2-TZVPD basis set) of a structure of composition C33H52As3N4O2ReS in a non-equilibrium geometry.

ORCA input file:
```
! wB97M-V def2-TZVPD RIJCOSX def2/J DEFGRID3
* xyz 3 2
Re -0.115 -0.723 -0.299
C 0.440 -2.320 -3.286
O 0.792 -2.188 -1.887
C 1.310 -3.313 -1.263
C 2.051 -4.277 -1.916
C 2.568 -5.342 -1.189
C 2.332 -5.463 0.180
C 1.542 -4.535 0.823
C 1.034 -3.451 0.103
N 0.105 -2.538 0.613
N -0.670 -3.011 1.538
C -1.938 -2.692 1.640
C -2.637 -2.194 0.430
O -2.005 -1.620 -0.510
C -4.023 -2.453 0.313
C -4.719 -2.936 1.379
C -4.104 -3.252 2.637
C -4.865 -3.706 3.714
C -4.253 -4.041 4.912
C -2.874 -3.925 5.047
C -2.100 -3.478 3.987
C -2.703 -3.141 2.777
H -0.181 -3.201 -3.436
H 1.338 -2.380 -3.898
H -0.115 -1.424 -3.547
H 2.232 -4.214 -2.980
H 3.165 -6.085 -1.702
H 2.753 -6.294 0.729
H 1.315 -4.621 1.876
H -4.501 -2.216 -0.628
H -5.790 -3.080 1.289
H -5.938 -3.803 3.602
H -4.848 -4.397 5.743
H -2.406 -4.187 5.986
H -1.027 -3.384 4.097
C 3.713 -1.588 -0.132
As 2.417 -0.137 -0.189
C 3.144 0.910 1.281
C 3.107 0.620 -1.870
C 2.671 1.982 -2.405
C 3.437 2.229 -3.711
C 1.178 2.009 -2.786
As -0.229 1.607 -1.478
C -1.731 2.278 -2.530
C -0.119 3.042 -0.164
C 2.964 3.082 -1.374
As 4.811 3.659 -0.788
C 6.168 2.414 -1.479
C 5.113 5.125 -2.037
H 4.685 -1.116 0.012
H 3.730 -2.151 -1.060
H 3.535 -2.265 0.701
H 4.073 1.382 0.962
H 3.359 0.209 2.087
H 2.461 1.669 1.657
H 2.903 -0.152 -2.620
H 4.188 0.634 -1.716
H 3.179 1.485 -4.469
H 4.509 2.176 -3.547
H 3.198 3.215 -4.111
H 0.997 1.316 -3.615
H 0.925 3.007 -3.149
H -1.406 3.179 -3.048
H -2.548 2.540 -1.864
H -2.075 1.552 -3.266
H 0.306 3.932 -0.624
H 0.479 2.743 0.693
H -1.127 3.271 0.183
H 2.472 2.826 -0.434
H 2.531 4.025 -1.721
H 6.062 1.411 -1.067
H 7.116 2.819 -1.127
H 6.205 2.375 -2.566
H 4.359 5.899 -1.905
H 5.108 4.781 -3.072
H 6.087 5.557 -1.817
C -2.556 3.253 3.790
C -2.874 1.765 3.731
N -3.421 1.398 2.414
C -2.773 0.879 1.387
S -1.124 0.354 1.652
N -3.390 0.763 0.216
C -4.840 0.936 0.015
C -5.253 2.365 -0.329
H -2.254 3.528 4.800
H -3.435 3.845 3.531
H -1.744 3.508 3.108
H -3.628 1.505 4.472
H -1.989 1.166 3.922
H -4.342 1.772 2.228
H -2.894 0.268 -0.506
H -5.362 0.592 0.911
H -5.120 0.266 -0.796
H -4.855 3.091 0.382
H -6.340 2.437 -0.310
H -4.924 2.643 -1.329
*
```

## Properties
<S²>   0.8570
Relative energy (zero: lowest compared OMol25 entry of this formula, charge and spin)   1.110 eV

Per-atom Mulliken charges, elementary charge units: atom 1 (Re): 1.38, atom 2 (C): -1.19, atom 3 (O): 0.06, atom 4 (C): 1.15, atom 5 (C): -0.85, atom 6 (C): -0.68, atom 7 (C): -0.93, atom 8 (C): -0.43, atom 9 (C): -0.05, atom 10 (N): 0.21, atom 11 (N): -0.71, atom 12 (C): 0.18, atom 13 (C): 0.92, atom 14 (O): -0.73, atom 15 (C): -1.07, atom 16 (C): -0.66, atom 17 (C): 0.70, atom 18 (C): -0.93, atom 19 (C): -0.64, atom 20 (C): -0.79, atom 21 (C): -0.67, atom 22 (C): 0.51, atom 23 (H): 0.42, atom 24 (H): 0.36, atom 25 (H): 0.33, atom 26 (H): 0.45, atom 27 (H): 0.49, atom 28 (H): 0.48, atom 29 (H): 0.55, atom 30 (H): 0.73, atom 31 (H): 0.52, atom 32 (H): 0.48, atom 33 (H): 0.45, atom 34 (H): 0.46, atom 35 (H): 0.52, atom 36 (C): -1.57, atom 37 (As): 1.02, atom 38 (C): -1.19, atom 39 (C): -1.81, atom 40 (C): 2.71, atom 41 (C): -1.91, atom 42 (C): -1.99, atom 43 (As): 0.70, atom 44 (C): -1.33, atom 45 (C): -1.26, atom 46 (C): -1.50, atom 47 (As): 0.41, atom 48 (C): -1.04, atom 49 (C): -1.14, atom 50 (H): 0.56, atom 51 (H): 0.37, atom 52 (H): 0.49, atom 53 (H): 0.33, atom 54 (H): 0.57, atom 55 (H): 0.26, atom 56 (H): 0.49, atom 57 (H): 0.48, atom 58 (H): 0.48, atom 59 (H): 0.22, atom 60 (H): 0.46, atom 61 (H): 0.52, atom 62 (H): 0.65, atom 63 (H): 0.53, atom 64 (H): 0.25, atom 65 (H): 0.48, atom 66 (H): 0.57, atom 67 (H): 0.23, atom 68 (H): 0.43, atom 69 (H): -0.30, atom 70 (H): 0.71, atom 71 (H): 0.25, atom 72 (H): 0.45, atom 73 (H): 0.33, atom 74 (H): 0.36, atom 75 (H): 0.34, atom 76 (H): 0.44, atom 77 (C): -1.04, atom 78 (C): -0.57, atom 79 (N): -0.32, atom 80 (C): 0.70, atom 81 (S): -0.59, atom 82 (N): 0.66, atom 83 (C): -0.97, atom 84 (C): -1.21, atom 85 (H): 0.40, atom 86 (H): 0.37, atom 87 (H): 0.23, atom 88 (H): 0.43, atom 89 (H): 0.36, atom 90 (H): 0.26, atom 91 (H): 0.17, atom 92 (H): 0.55, atom 93 (H): 0.38, atom 94 (H): 0.31, atom 95 (H): 0.42, atom 96 (H): 0.36

(2)
The following is a DFT calculation (ωB97M-V with the def2-TZVPD basis set) of a structure of composition C33H52AsCoN4Sb in a non-equilibrium geometry.

ORCA input file:
```
! wB97M-V def2-TZVPD RIJCOSX def2/J DEFGRID3
* xyz 2 4
Co -0.053 -1.459 0.231
N 2.673 -1.491 1.771
C 3.134 -2.892 2.085
C 3.329 -3.668 0.786
C 2.037 -4.048 0.055
N 1.420 -2.883 -0.652
C 1.021 -4.688 1.004
C 0.786 -3.927 2.311
N -0.089 -2.732 2.069
C 2.108 -3.559 2.995
H 3.316 -0.972 1.172
H 2.517 -0.925 2.604
H 1.778 -1.545 1.277
H 4.083 -2.781 2.605
H 3.836 -4.595 1.057
H 4.015 -3.139 0.113
H 2.313 -4.795 -0.688
H 0.768 -3.257 -1.335
H 2.119 -2.405 -1.218
H 1.375 -5.690 1.256
H 0.069 -4.825 0.480
H 0.266 -4.595 2.995
H -0.208 -2.218 2.939
H -1.017 -3.085 1.860
H 2.561 -4.486 3.352
H 1.927 -2.951 3.892
C 3.779 5.941 -2.058
C 3.033 4.804 -1.404
C 1.985 5.035 -0.522
C 1.266 4.005 0.080
C 0.186 4.400 1.067
C 1.611 2.683 -0.249
As 0.680 1.119 0.413
N 0.138 0.026 -0.998
C 0.144 0.140 -2.382
C 0.375 1.339 -3.080
C 0.355 1.366 -4.465
C 0.104 0.211 -5.199
C -0.128 -0.985 -4.528
C -0.108 -1.019 -3.145
C -1.069 1.500 1.171
C -1.256 1.211 2.534
C -0.147 0.888 3.524
C -2.544 1.278 3.068
C -3.639 1.647 2.305
C -5.020 1.743 2.903
C -3.421 1.979 0.967
C -2.164 1.926 0.386
C -2.023 2.344 -1.054
C 2.712 2.419 -1.083
C 3.216 1.025 -1.415
C 3.397 3.486 -1.648
H 3.418 6.907 -1.709
H 3.660 5.908 -3.143
H 4.848 5.880 -1.848
H 1.721 6.061 -0.276
H 0.418 5.382 1.479
H 0.104 3.711 1.903
H -0.799 4.468 0.602
H 0.577 2.247 -2.531
H 0.535 2.303 -4.980
H 0.085 0.243 -6.281
H -0.328 -1.890 -5.089
H -0.306 -1.951 -2.625
H 0.848 1.035 3.118
H -0.232 -0.140 3.894
H -0.231 1.533 4.399
H -2.684 1.063 4.125
H -5.042 1.378 3.929
H -5.741 1.168 2.318
H -5.365 2.779 2.907
H -4.261 2.312 0.362
H -2.896 2.913 -1.371
H -1.928 1.486 -1.719
H -1.146 2.973 -1.203
H 2.795 0.256 -0.765
H 4.303 0.995 -1.317
H 2.970 0.741 -2.440
H 4.248 3.279 -2.295
C -4.105 -2.297 1.045
Sb -2.605 -2.091 -0.452
C -3.009 -3.876 -1.542
C -3.617 -0.706 -1.694
H -5.073 -2.402 0.551
H -4.114 -1.410 1.680
H -3.926 -3.182 1.661
H -4.080 -3.920 -1.755
H -2.727 -4.757 -0.961
H -2.460 -3.876 -2.486
H -4.563 -1.160 -1.996
H -3.022 -0.467 -2.576
H -3.815 0.205 -1.125
*
```

## Properties
Calculated total energy   -5365.9556 a.u.
<S²>   3.7825

Per-atom Mulliken charges, elementary charge units: atom 1 (Co): 0.29, atom 2 (N): 0.69, atom 3 (C): 0.52, atom 4 (C): -1.49, atom 5 (C): 0.33, atom 6 (N): -0.57, atom 7 (C): -1.51, atom 8 (C): 0.45, atom 9 (N): -0.57, atom 10 (C): -1.42, atom 11 (H): 0.49, atom 12 (H): 0.46, atom 13 (H): -1.25, atom 14 (H): 0.28, atom 15 (H): 0.51, atom 16 (H): 0.41, atom 17 (H): 0.48, atom 18 (H): 0.26, atom 19 (H): 0.20, atom 20 (H): 0.56, atom 21 (H): 0.34, atom 22 (H): 0.47, atom 23 (H): 0.13, atom 24 (H): 0.16, atom 25 (H): 0.48, atom 26 (H): 0.42, atom 27 (C): -1.60, atom 28 (C): 0.44, atom 29 (C): -0.80, atom 30 (C): 0.54, atom 31 (C): -1.60, atom 32 (C): 0.27, atom 33 (As): 1.73, atom 34 (N): 1.72, atom 35 (C): 0.23, atom 36 (C): 0.28, atom 37 (C): -1.02, atom 38 (C): -0.90, atom 39 (C): -0.79, atom 40 (C): -0.25, atom 41 (C): 1.53, atom 42 (C): -0.45, atom 43 (C): -2.24, atom 44 (C): -0.80, atom 45 (C): 0.26, atom 46 (C): -1.66, atom 47 (C): -0.46, atom 48 (C): -0.12, atom 49 (C): -1.21, atom 50 (C): 0.57, atom 51 (C): -1.30, atom 52 (C): -0.60, atom 53 (H): 0.35, atom 54 (H): 0.34, atom 55 (H): 0.38, atom 56 (H): 0.42, atom 57 (H): 0.57, atom 58 (H): 0.21, atom 59 (H): 0.27, atom 60 (H): 0.54, atom 61 (H): 0.48, atom 62 (H): 0.41, atom 63 (H): 0.47, atom 64 (H): -0.40, atom 65 (H): 0.18, atom 66 (H): 0.39, atom 67 (H): 0.56, atom 68 (H): 0.45, atom 69 (H): 0.40, atom 70 (H): 0.37, atom 71 (H): 0.39, atom 72 (H): 0.51, atom 73 (H): 0.59, atom 74 (H): -0.11, atom 75 (H): 0.12, atom 76 (H): -0.53, atom 77 (H): 0.66, atom 78 (H): 0.33, atom 79 (H): 0.51, atom 80 (C): -1.21, atom 81 (Sb): 0.36, atom 82 (C): -1.35, atom 83 (C): -1.09, atom 84 (H): 0.43, atom 85 (H): 0.26, atom 86 (H): 0.43, atom 87 (H): 0.44, atom 88 (H): 0.41, atom 89 (H): 0.42, atom 90 (H): 0.62, atom 91 (H): 0.36, atom 92 (H): 0.19